[1]
Density functional theory data (the ωB97M-V functional and the def2-TZVPD basis) for a single C6H9NO molecule at a distorted geometry.

The geometry in XYZ format:
```
17
Properties=species:S:1:pos:R:3:forces:R:3
N -1.3713 -0.5448 -0.0182 -2.25 1.84 2.09
C 0.9206 1.4522 1.0303 3.68 -2.12 1.78
O 0.8452 0.0725 1.6221 0.39 2.41 -1.05
C 0.8264 -1.4188 -0.3558 1.85 -0.02 1.40
H 1.8857 2.1084 1.1922 -1.96 -1.80 0.26
C -0.5562 -1.1571 -0.8736 -0.12 -2.49 -5.70
H -0.7264 -0.5201 -1.8732 1.52 -1.60 1.53
C 0.1105 1.7088 0.0777 -2.92 1.26 -3.33
C -1.2534 0.8365 -0.1837 0.68 2.91 1.38
H 0.4090 2.6431 -0.5839 -1.32 -1.87 1.44
H 1.3965 -2.2204 -0.8279 -0.11 0.16 0.03
H 2.2264 -1.2277 1.3443 2.05 -1.34 -0.03
C 1.4275 -0.9104 0.7706 -3.70 0.89 -1.25
H -1.1969 -2.0838 -1.1724 2.15 0.39 0.28
H -1.2748 -1.0229 0.8239 -0.19 0.22 2.36
H -2.0919 1.4029 0.1927 -0.06 0.18 1.36
H -1.5769 0.8818 -1.1653 0.30 0.98 -2.54
```
Forces are in eV/Å.

The HOMO-LUMO gap is 9.773 eV. The energy relative to the best compared isomer or geometry (same formula, charge and spin) is 115.9 kcal/mol. The value obtained for the highest occupied orbital energy is -8.7 eV. Its largest force on an atom is 0.1210 Eh/bohr. The SMILES is C1=C\O/C=C\CNC/1. Its LUMO energy is 1.06 eV.


[2]
Density functional theory data (the ωB97M-V functional and the def2-TZVPD basis) for a molecular structure, C41H66FN7PSSi4TeV at a distorted geometry.

The geometry in XYZ format:
```
123
Properties=species:S:1:pos:R:3:forces:R:3
C -4.1673 2.2565 -0.2824 0.00 -0.18 -0.02
C -1.0301 -4.5463 3.4041 0.04 0.03 0.01
H 0.6442 -3.4624 6.1372 0.00 0.01 -0.02
C -0.1188 -4.6559 -0.7574 -0.17 0.06 -0.08
H 6.4617 1.9672 1.3310 0.02 0.04 -0.12
C -1.8851 3.2987 -4.4278 0.03 -0.11 0.01
Si 3.2111 0.8055 3.2593 -0.08 -0.27 0.21
H -3.5633 -0.5968 2.6332 -0.01 0.01 0.01
H -4.9229 -1.5792 4.4566 0.01 0.01 0.01
C 0.3104 -2.3161 4.3589 0.00 0.02 -0.04
H 5.8945 3.4796 0.6224 0.07 -0.10 -0.03
H 4.1873 -0.8290 -0.8341 0.10 0.01 0.00
H 4.0536 3.3929 -1.8264 0.02 -0.09 -0.03
C -0.4796 2.2581 -2.8138 -0.17 0.03 -0.05
C -0.2665 -2.2744 3.0843 0.19 -0.02 0.00
C -4.7302 -2.1560 3.5594 0.02 0.00 -0.06
C 6.0921 2.4247 0.4087 0.05 0.18 0.23
S -0.1838 -0.7748 2.1474 -0.07 -0.19 0.82
H 4.5574 2.7342 4.0977 0.04 -0.10 0.01
H -1.3656 -3.3997 1.6250 -0.05 0.01 0.01
C -3.7074 -2.3211 1.3747 0.22 -0.26 -0.33
H 0.4347 -0.0009 -3.7543 0.02 -0.04 0.02
H 0.0962 2.7792 -6.0515 0.02 0.01 -0.02
C 4.7458 1.6706 3.9183 0.18 0.22 -0.16
H 0.9216 5.5146 -0.0954 0.04 -0.04 0.01
N -2.2949 -2.4476 -0.5646 -0.26 -1.43 -0.64
C 5.0627 -0.2400 -0.5420 -0.11 -0.25 0.10
C -2.6369 -2.5167 -1.8943 -0.51 0.03 0.32
C -2.2717 3.3028 0.7410 0.15 -0.11 0.05
H -1.1476 -0.7087 -4.1532 0.02 0.04 0.02
H 4.4417 -1.2196 2.5285 -0.06 -0.01 0.07
C 0.2024 -3.4522 5.1473 0.01 0.04 -0.03
H -0.9348 2.8422 -2.0109 -0.01 0.00 0.00
H -5.3492 -5.1856 2.1952 -0.01 -0.01 -0.02
C -4.9692 -4.1750 2.2976 0.09 0.06 -0.05
N -1.6397 -2.7872 -2.7501 0.09 -0.14 -0.15
N -0.6017 0.9496 -5.3104 0.03 0.03 0.03
C -0.4740 -4.5712 4.6771 -0.01 0.01 -0.05
N -2.6542 2.0619 -4.6044 0.06 -0.03 0.01
C 3.5884 -1.0241 3.1873 -0.04 -0.21 -0.15
C -5.2396 -3.4512 3.4505 0.04 0.03 -0.05
V -1.2281 -0.9933 0.0373 0.13 0.23 -0.09
F -4.1995 4.5676 0.2218 -0.04 0.03 0.02
Si 4.5638 1.5408 -0.2346 0.21 -0.03 -0.28
C -3.5451 3.3718 0.2265 0.03 0.02 -0.03
C -0.5997 0.2237 -4.0282 0.00 0.17 -0.05
H 1.4846 -3.5806 1.4854 -0.03 0.00 0.00
H -5.1759 2.3333 -0.6730 0.02 -0.01 0.01
H -3.3968 -3.1990 -5.5983 0.02 0.00 0.00
H -5.2664 -2.5695 -4.0380 -0.01 0.00 0.02
H -0.0347 3.3684 2.7649 -0.01 0.07 0.01
H 2.0571 -3.7969 -2.3147 0.01 0.00 -0.01
H 5.4835 -0.6988 0.3594 -0.01 0.03 -0.09
C -4.2469 -2.6435 -3.6781 -0.03 0.05 0.07
H 1.8362 2.2119 4.7657 0.02 -0.08 0.01
H -1.8046 4.1913 1.1488 0.00 0.00 0.03
P 0.4883 -2.9261 -0.6690 0.95 -0.40 0.24
H 4.2859 4.8654 1.1293 -0.09 0.06 0.07
H 1.1481 2.0010 -4.8470 0.02 0.00 0.00
H -5.8324 -3.8818 4.2474 0.01 0.00 0.01
C -1.6132 2.0719 0.7187 -0.08 0.00 -0.02
H -4.7397 -2.1535 -1.6380 0.00 0.00 0.00
Si 2.6736 1.6198 1.1333 0.01 0.21 0.19
C -3.9673 -2.4048 -2.3536 -0.21 0.05 0.16
H 2.3140 -2.0648 -2.0159 0.03 0.03 0.01
C 1.3560 4.5176 -0.2195 -0.05 -0.10 -0.26
H 2.7289 -1.5743 2.7914 0.08 0.03 0.06
H 0.9661 -2.5898 -3.0453 0.01 -0.03 0.03
H 4.8928 2.0645 -2.6539 -0.02 0.01 0.06
H 2.1526 4.5791 -0.9690 -0.09 0.01 0.05
H 3.9352 4.5525 2.8317 -0.03 0.07 -0.08
H 0.5812 3.8561 -0.6199 0.02 0.09 0.04
H 0.7098 -5.3177 -1.0162 0.02 -0.01 0.02
C 3.4982 4.8981 1.8889 0.27 -0.06 0.00
H 0.2523 5.1067 2.5977 0.05 -0.02 0.00
C -0.9237 -3.4123 2.6129 -0.01 0.02 0.00
H -0.5159 -4.9459 0.2153 0.01 0.02 0.01
H 3.8196 -1.4245 4.1801 0.00 0.05 -0.04
H 3.1936 5.9421 2.0190 0.00 -0.06 -0.01
C -3.2156 -2.9876 -4.5537 0.03 0.02 0.04
H 5.0432 1.2145 4.8684 -0.04 0.02 -0.04
H -3.9975 0.1826 -0.6793 0.00 -0.05 0.00
H 5.8063 -0.3055 -1.3423 -0.01 0.03 0.05
C -3.9755 -1.5953 2.5465 -0.05 0.03 0.11
H -0.9073 -4.7479 -1.4984 -0.02 0.00 -0.01
C 0.7400 4.1379 2.7444 -0.13 -0.19 0.19
H -2.3535 3.8969 -3.6441 0.00 0.00 0.02
H -1.0954 -3.2796 -4.6660 0.00 0.03 0.01
C -2.1569 0.8841 0.1944 -0.48 1.00 0.07
N -1.2150 0.9989 -2.9475 0.09 -0.15 -0.21
H 6.8902 2.3723 -0.3392 -0.05 -0.01 0.03
C 1.5611 -2.8362 -2.1656 -0.31 0.01 -0.13
H 2.0303 0.5836 5.4343 0.04 0.03 -0.05
C 1.8722 -3.2726 0.5151 -0.08 0.07 -0.02
H 0.8794 0.8775 4.1143 0.05 0.01 0.07
Si 2.0141 3.8486 1.3988 -0.09 0.31 -0.07
H -2.0248 1.8079 -6.5860 0.01 0.02 -0.02
H -0.5733 -5.4523 5.2989 0.02 0.00 -0.01
H -3.1521 0.3796 -3.4420 0.00 0.00 0.00
H -1.9026 3.8641 -5.3635 -0.01 0.00 0.00
Te 1.1640 0.2254 -0.2896 1.32 0.52 -0.17
C -4.2135 -3.6241 1.2678 -0.08 -0.14 0.08
C 4.1380 2.3030 -1.8981 -0.21 0.12 -0.07
N -3.0114 -1.7132 0.3597 -1.05 0.38 -0.12
H 0.5550 2.0382 -2.5435 0.03 0.02 -0.01
H -2.5459 0.3236 -5.7610 0.00 -0.02 0.01
H -4.0027 -4.1919 0.3687 -0.01 0.00 0.00
H 2.5042 -4.0706 0.1180 0.01 -0.01 -0.01
N -0.4874 3.0417 -4.0592 -0.01 -0.03 -0.02
H -1.5610 -5.4111 3.0242 -0.02 0.02 0.00
C -2.5936 1.3136 -3.3359 0.04 0.05 -0.11
H 1.2171 4.1449 3.7288 -0.03 0.03 -0.06
C -1.9405 -3.0370 -4.0249 0.03 0.00 0.06
H 2.4768 -2.3773 0.6542 0.01 0.01 -0.02
H 5.5900 1.5982 3.2264 -0.05 -0.02 0.13
H -3.0534 1.9118 -2.5501 0.04 -0.04 -0.08
H 3.1714 1.9205 -2.2454 0.10 0.04 -0.04
C 0.1117 2.2174 -5.1145 -0.15 -0.05 0.09
H -0.6161 2.0510 1.1441 0.06 0.00 0.00
C -3.4729 1.0448 -0.2861 0.02 0.10 0.14
C -1.9971 1.2601 -5.6408 0.02 0.03 0.11
C 1.8608 1.1481 4.5108 -0.22 0.12 0.02
H 0.8357 -1.4418 4.7254 -0.04 -0.05 0.02
```
Forces are in eV/Å.

The HOMO-LUMO gap (spin up / spin down) is 6.312 / 4.841 eV. The expectation value of S² is 3.785. Its spin multiplicity is 4. Its net charge is -1. The energy relative to the best compared isomer or geometry (same formula, charge and spin) is 41.8 kcal/mol. The value obtained for the highest occupied orbital energy (spin up / spin down) is -4.0 / -4.2 eV. Its largest force on an atom is 0.0309 Eh/bohr. Its LUMO energy (spin up / spin down) is 2.27 / 0.68 eV.


[3]
Density functional theory data (the ωB97M-V functional and the def2-TZVPD basis) for a molecular structure, C11H17O3P at a distorted geometry.

The geometry in XYZ format:
```
32
Properties=species:S:1:pos:R:3:forces:R:3
H -1.0151 0.3165 -3.0946 2.12 -0.29 1.37
H -2.1250 -2.9632 -2.5244 -0.05 2.74 0.14
H 2.6386 0.4154 2.7215 -2.40 0.26 -0.58
C 0.2912 0.2751 2.8285 0.72 1.45 0.58
H -2.1841 -1.4274 -3.5338 0.69 -0.02 0.30
H -0.0231 -1.4798 2.1009 0.24 0.31 1.59
C 1.1972 -0.1707 -2.6807 1.42 1.51 -0.85
C -2.1268 -1.7577 -2.4828 1.35 -3.55 -1.21
H 1.6967 1.7081 1.9064 -0.30 -0.22 0.15
C -0.8057 0.9719 1.9488 -0.49 -3.51 2.17
H 2.9399 -0.8313 -1.4674 0.16 1.25 0.07
C -0.6739 -1.7255 -0.4317 -1.05 -2.04 -1.47
O -0.4688 0.8420 0.5892 -0.33 0.48 -0.10
C -0.8753 2.3945 2.3453 -0.75 2.01 -1.73
O 0.1206 -1.1003 3.0215 -0.32 -0.68 -1.94
C 1.6351 0.6325 2.1291 2.70 0.00 1.41
H 0.0779 2.8789 2.5627 0.15 -0.33 -0.02
C -0.9559 -1.2527 -1.6636 -0.66 -0.45 1.48
H 0.2841 0.7502 3.8749 0.06 -0.64 -1.50
C 0.8937 1.0547 -1.8981 -2.60 -0.89 0.82
H -1.1059 -2.6683 0.0438 0.23 1.22 -0.45
H 0.5473 2.0383 -2.2325 0.54 -0.16 0.19
H -3.0483 -1.4653 -2.1033 -1.65 0.49 1.16
C -0.2267 -0.0825 -2.3067 -2.76 1.28 -2.35
O 1.9048 -0.0705 0.9170 -1.14 -0.50 -0.73
P 0.7457 -0.1385 -0.2568 1.21 3.03 1.62
H 1.5509 -0.1054 -3.7145 -0.23 -0.45 0.31
H -1.2606 2.9132 1.4343 0.15 -0.03 0.68
H 1.8423 -2.0322 -1.8084 -0.76 1.07 0.80
C 1.8685 -0.9044 -1.6143 2.30 -4.70 -1.36
H -1.5499 2.6548 3.1409 -0.34 -0.33 0.49
H -1.7895 0.3298 2.2489 1.78 1.68 -1.06
```
Forces are in eV/Å.

The HOMO-LUMO gap (spin up / spin down) is 5.419 / 5.837 eV. The expectation value of S² is 2.022. Its spin multiplicity is 3. The value obtained for the highest occupied orbital energy (spin up / spin down) is -4.5 / -8.7 eV. Its largest force on an atom is 0.1051 Eh/bohr. Its LUMO energy (spin up / spin down) is 0.91 / -2.82 eV.


[4]
Density functional theory data (the ωB97M-V functional and the def2-TZVPD basis) for a molecular structure, C42H34MoN5S at a distorted geometry.

The geometry in XYZ format:
```
83
Properties=species:S:1:pos:R:3:forces:R:3
N -3.6208 2.9744 1.1669 -0.10 0.18 -0.01
C 1.4265 -3.4872 -1.9524 0.00 0.03 0.03
C 2.6873 1.1237 -0.6353 0.03 -0.07 0.00
C 3.2084 -3.0233 -0.4022 -0.12 0.03 -0.11
C -0.7191 4.1998 -1.4946 -0.05 0.04 0.05
H -3.9154 -1.4297 1.4136 -0.03 0.04 0.05
C -4.2671 1.2744 -1.8657 -0.22 0.01 0.00
H 1.6994 1.3088 -0.2258 0.02 -0.01 -0.01
C -2.6475 3.3294 0.2541 0.29 0.06 -0.11
H -0.3964 2.0880 -1.7451 -0.01 0.03 -0.03
C -4.0910 1.7948 1.7205 -0.10 -0.22 0.20
C -2.7795 1.3802 -4.1957 -0.02 0.00 0.03
H -1.3846 6.1967 -1.0181 0.01 0.05 -0.01
H 4.1381 -3.8371 3.7072 -0.02 -0.04 0.03
H 1.1644 0.9735 3.6649 0.02 0.02 0.02
C -1.5173 5.1390 -0.8419 0.00 -0.10 0.01
H -6.1987 0.8858 4.2030 -0.02 0.00 0.03
C -0.9529 2.8721 -1.2513 0.02 -0.01 0.03
C 3.5984 -1.8694 3.0152 -0.06 -0.04 0.00
N -0.8892 -0.2601 1.3197 -0.33 -0.09 0.24
C -5.5050 0.7998 3.3790 0.07 0.02 -0.08
H 3.4558 3.0474 -0.0990 0.01 0.02 0.02
H -2.3042 -0.6720 -3.8210 0.01 0.00 -0.01
C 3.9038 -0.8866 2.0838 0.01 0.09 0.24
H -3.1233 -1.9220 -1.8006 -0.01 0.04 0.09
C 3.6704 2.0934 -0.5630 -0.02 0.03 0.03
C -3.5799 -1.0237 -1.3838 -0.17 0.06 0.17
H -2.1997 1.4266 -5.1063 0.03 0.00 -0.04
H 0.0507 4.4898 -2.1919 0.03 0.02 -0.03
H -4.0619 3.7828 1.5767 0.02 -0.03 -0.02
N -1.8906 2.4247 -0.3795 -0.45 -0.11 0.06
H 3.3581 0.0456 2.0416 0.00 0.03 0.01
C 1.0117 -1.1125 3.1513 0.08 0.16 0.05
C 0.6088 -0.7206 -1.4376 0.61 -0.33 0.04
Mo -2.1687 0.2521 -0.3725 0.97 -0.53 -0.86
H -4.7456 3.3396 -2.2422 -0.01 0.02 -0.01
C 4.9310 1.8440 -1.0902 0.10 -0.03 -0.06
H 4.4413 -1.3118 -2.2084 -0.01 -0.05 0.02
C 0.3345 -2.0278 2.3542 0.12 -0.02 -0.02
C 0.6736 0.2323 3.0514 -0.09 -0.09 -0.05
H 1.0905 -5.5492 -2.4060 -0.01 -0.02 -0.02
C -2.4859 4.7064 0.0299 0.09 -0.12 -0.06
C 2.6918 -5.2936 -1.0011 0.01 0.00 0.02
C 3.4527 -4.3811 -0.2841 -0.04 -0.10 -0.07
H 2.8914 -6.3523 -0.9153 0.01 -0.05 0.00
H -4.5325 -1.2195 -0.8882 0.04 -0.05 -0.05
C 2.9519 -0.1174 -1.2220 0.01 0.20 -0.05
H -4.9338 1.1957 -1.0112 0.09 0.05 -0.01
H 0.6426 -3.1302 -2.6075 -0.02 0.01 -0.03
H 5.1748 -0.3825 0.4384 0.03 -0.04 0.25
H -5.2672 2.9136 3.1427 -0.02 0.06 0.02
N 5.6540 -2.2390 1.1713 0.48 0.05 0.11
C 1.6790 -4.8427 -1.8367 -0.03 -0.01 0.00
C -0.5910 -1.5653 1.4475 0.06 0.14 -0.01
C 2.1901 -2.5624 -1.2373 -0.09 -0.17 -0.05
H -5.4915 -1.3654 3.3274 -0.02 -0.04 0.02
H 5.7002 2.6027 -1.0414 0.02 0.01 0.01
C 4.3437 -3.0394 3.0084 -0.05 0.07 0.05
C -4.2388 -0.4897 1.8450 -0.02 -0.15 0.02
S 2.3136 -1.6482 4.2450 0.06 0.00 -0.18
H 0.5623 -3.0823 2.4050 0.00 -0.05 0.01
C -4.9927 1.9305 2.7893 0.07 -0.16 -0.07
C -3.4528 2.5231 -3.7423 0.00 0.00 0.03
H 3.8061 -2.3194 0.1650 -0.64 -0.55 -0.61
C -3.6156 0.1129 -2.3053 -0.08 0.14 0.00
H 5.9653 -4.0648 2.0492 0.03 -0.04 0.01
H -0.5624 1.6585 2.0025 0.00 -0.05 0.03
C 4.2227 -0.3620 -1.7401 -0.15 0.10 -0.26
C -0.5929 -0.3265 -1.3493 -0.74 0.71 0.29
C 5.3633 -3.1642 2.0728 0.03 -0.04 0.21
C 1.8775 -1.1225 -1.3149 -0.26 -0.08 -0.02
C 4.9292 -1.1259 1.1846 0.41 0.62 0.66
H 6.1798 0.4189 -2.0961 0.03 0.00 0.00
H 4.2448 -4.7255 0.3677 -0.03 -0.03 -0.08
C -5.1157 -0.4498 2.8996 0.00 0.05 -0.01
N -3.7210 0.6035 1.2542 0.06 0.30 -0.01
C 5.2011 0.6175 -1.6809 0.00 0.13 -0.17
C -4.2005 2.4707 -2.5876 0.03 -0.03 -0.06
H -1.0919 -2.2422 0.7649 0.03 0.00 0.03
C -0.2886 0.6172 2.1311 0.05 -0.10 -0.04
H -3.3930 3.4399 -4.3128 -0.01 0.03 -0.01
C -2.8429 0.2053 -3.4868 0.00 -0.01 0.12
H -3.1213 5.4117 0.5463 -0.04 0.03 0.03
```
Forces are in eV/Å.

The HOMO-LUMO gap (spin up / spin down) is 6.002 / 5.985 eV. Its net charge is +1. The energy relative to the best compared isomer or geometry (same formula, charge and spin) is 0.0 kcal/mol. The value obtained for the highest occupied orbital energy (spin up / spin down) is -9.2 / -9.1 eV. Its largest force on an atom is 0.0273 Eh/bohr. Its LUMO energy (spin up / spin down) is -3.15 / -3.16 eV.


So what do the calculations give for E? Going down the list: -363.83957, -5194.73741, -996.04070, -2360.76342 a.u..